Version w
{
  "formula": "C5H16N3",
  "method": "ωB97M-V/def2-TZVPD",
  "e_lumo_ev": -3.119,
  "total_charge": 1,
  "orbital_gap_ev": 10.356,
  "species": ["H", "C", "H", "C", "H", "H", "N", "H", "N", "H", "H", "C", "H", "H", "H", "H", "N", "C", "C", "H", "H", "H", "H", "H"],
  "xyz": [[2.17125, -1.34993, 2.73780], [1.73246, -1.35693, 0.68078], [1.73756, -3.33665, 0.08746], [-0.69194, -0.62420, -0.80608], [-2.04215, 2.81254, 0.62722], [-3.80234, 1.37155, -0.30005], [1.64221, -2.36566, -0.22741], [1.00843, 0.70854, -1.43738], [2.55973, -1.64512, 1.78458], [1.48204, -2.19924, -1.17610], [-0.09899, 1.39961, -0.05019], [-3.59998, 2.21002, -0.93277], [-1.14417, -0.84290, 0.04278], [-1.38811, -0.40133, -1.77213], [-3.21569, 3.95176, 0.11340], [-0.24235, -1.57342, -1.05793], [1.36035, -0.07615, 0.48948], [-2.52362, 3.10103, -0.27168], [0.32893, 0.41329, -0.53970], [-3.18359, 1.77734, -1.88325], [2.99989, -2.60078, 1.90663], [-1.73412, 3.36870, -0.87333], [-4.56611, 2.51639, -1.27651], [1.60731, 0.54716, 1.20174]],
  "lowdin_charge": [0.1520, -0.3699, 0.1496, -0.0977, 0.0302, 0.0448, 0.1939, 0.1513, 0.1339, 0.0987, 0.1455, -0.1618, 0.0328, 0.1622, 0.1067, 0.0419, 0.1020, -0.1581, -0.1715, 0.0651, 0.1426, 0.0221, 0.0552, 0.1286]
}

=====

Version x
{
  "formula": "C5H16N3",
  "method": "ωB97M-V/def2-TZVPD",
  "e_lumo_ev": -2.748,
  "total_charge": 1,
  "orbital_gap_ev": 10.499,
  "species": ["H", "H", "H", "N", "H", "N", "H", "H", "C", "H", "H", "C", "H", "H", "C", "C", "H", "H", "C", "N", "H", "H", "H", "H"],
  "xyz": [[1.37835, -1.39187, 2.35865], [3.12023, -0.38675, 1.23697], [-1.65214, -0.74678, -2.57280], [2.08664, 1.33266, 2.12547], [2.11782, 0.66397, 0.15668], [0.70750, -1.64130, 0.30585], [-3.76882, 1.77622, -0.97740], [1.54218, -2.29658, 0.18057], [1.06955, -0.78967, 1.47195], [0.13918, -0.25010, 1.70642], [0.55517, 0.87363, -1.38932], [-3.47324, 0.70962, -1.02883], [-0.10497, -2.23898, 0.49829], [-3.89270, 0.25970, -0.10620], [-1.98121, 0.65682, -0.97619], [2.20762, 0.21039, 1.16408], [0.64024, -0.30838, -2.58843], [2.88787, 2.01852, 1.92376], [-1.23789, -0.10244, -1.80774], [0.21571, -0.08190, -1.69652], [-3.91280, 0.29959, -1.96572], [0.51111, -0.87536, -0.79749], [-1.48784, 1.32858, -0.25779], [2.33242, 0.98039, 3.03574]],
  "lowdin_charge": [0.1329, 0.1103, 0.1236, -0.0128, 0.0971, 0.0177, 0.0887, 0.1585, -0.2223, 0.1171, 0.1561, -0.0943, 0.1302, 0.0910, -0.1441, -0.2832, 0.1385, 0.1136, -0.1325, 0.0665, 0.0949, 0.0715, 0.1196, 0.0614]
}

=====

Result of the stability comparison: version w is the least stable of them.

=====

Version w
{
  "formula": "C5H8N2O2",
  "method": "ωB97M-V/def2-TZVPD",
  "e_lumo_ev": [-0.403, -0.225],
  "total_charge": 0,
  "orbital_gap_ev": [6.785, 7.604],
  "species": ["C", "C", "O", "H", "H", "H", "N", "H", "H", "H", "N", "C", "C", "C", "H", "O", "H"],
  "xyz": [[2.05813, 0.20850, -0.06047], [-2.73492, -0.39371, -0.14970], [-1.89656, 0.64894, 0.37212], [-3.35891, -0.15225, -0.97393], [2.53643, -2.08655, -0.07176], [-0.43591, 0.01351, -0.99250], [1.60350, -1.88363, 0.21628], [2.04770, 2.43138, 0.36849], [1.02120, -2.60656, 0.57685], [-0.42665, 2.48370, 0.44931], [1.15963, -0.63625, 0.51486], [-0.70122, 0.66994, -0.25496], [0.18453, 1.69692, 0.06507], [1.52860, 1.52129, 0.18951], [-2.33664, -1.40421, -0.35245], [3.15744, -0.05855, -0.50634], [-3.40634, -0.45247, 0.60962]],
  "lowdin_charge": [-0.5996, -0.0530, -0.0376, 0.0843, 0.0859, 0.1042, 0.0524, 0.1076, 0.0846, 0.1114, 0.0264, -0.1189, -0.0717, 0.0312, 0.1132, 0.0228, 0.0566]
}

=====

Version x
{
  "formula": "C5H8N2O2",
  "method": "ωB97M-V/def2-TZVPD",
  "e_lumo_ev": [0.243, 0.243],
  "total_charge": 0,
  "orbital_gap_ev": [8.434, 8.435],
  "species": ["O", "C", "C", "H", "H", "C", "N", "H", "H", "C", "N", "H", "H", "H", "H", "C", "O"],
  "xyz": [[2.67688, 0.54773, 0.87949], [-0.79523, 0.71306, 0.45237], [-0.68512, -0.54459, 1.24886], [-2.00013, 0.59959, -1.47134], [-0.58419, 1.41141, -1.68376], [-1.00788, 0.68043, -1.04141], [0.93023, -0.79576, -0.66284], [0.04423, -0.84191, -2.49110], [1.84689, -0.66062, -1.05919], [-0.26718, -0.66445, -1.43926], [1.55359, 0.42450, 1.34259], [-0.76838, 1.71278, 0.78276], [-0.74224, -1.54979, -1.00972], [-0.80030, -0.20876, 2.26675], [-1.26094, -1.36652, 0.88216], [0.66988, -0.36127, 0.58259], [1.18990, 0.90416, 2.42105]],
  "lowdin_charge": [0.0673, -0.0750, -0.0303, 0.1069, 0.0946, -0.1174, 0.0100, 0.1343, 0.1380, -0.1739, -0.3572, 0.1141, 0.1042, 0.1168, 0.1091, -0.2797, 0.0380]
}

=====

Result of the stability comparison: version x is the least stable of them.

=====

Version w
{
  "formula": "C5H8N2O2",
  "method": "ωB97M-V/def2-TZVPD",
  "e_lumo_ev": [-0.872, 0.199],
  "total_charge": 0,
  "orbital_gap_ev": [7.276, 8.034],
  "species": ["C", "N", "O", "H", "H", "H", "H", "H", "H", "C", "H", "H", "C", "C", "C", "O", "N"],
  "xyz": [[1.15607, -0.02884, -0.12246], [0.44181, 1.14987, 0.09178], [2.98974, 1.01961, 0.21808], [-1.65405, -2.22027, 0.21124], [-1.74565, 0.43847, 1.48227], [-2.90865, 0.28304, 0.10515], [-0.80812, 0.85349, -1.44392], [-0.04737, -1.17075, -1.25371], [-1.34652, 2.21028, -0.11857], [-1.16714, -1.24192, 0.32838], [1.14729, 1.96050, 0.18662], [0.81776, -2.14469, -0.09161], [-0.85930, 1.18913, -0.33822], [0.24587, -1.22386, -0.19425], [-1.77790, 0.15264, 0.41771], [3.05676, -1.14933, 0.30309], [2.45938, -0.07734, 0.21843]],
  "lowdin_charge": [-0.1760, 0.0343, 0.0211, 0.0992, 0.1044, 0.1408, 0.1484, 0.1318, 0.1514, -0.0466, 0.1873, 0.1190, -0.2370, -0.1306, -0.1845, 0.0459, -0.4087]
}

=====

Version x
{
  "formula": "C5H8N2O2",
  "method": "ωB97M-V/def2-TZVPD",
  "e_lumo_ev": 0.580,
  "total_charge": 0,
  "orbital_gap_ev": 10.901,
  "species": ["H", "O", "N", "O", "C", "C", "H", "H", "H", "H", "H", "H", "N", "C", "C", "C", "H"],
  "xyz": [[-0.89102, 1.32818, 0.65207], [-3.25554, 0.93610, 0.62196], [-1.08240, 0.41310, 0.26628], [-0.14763, -1.45974, -0.62645], [1.31599, 0.25211, 0.12713], [-2.46664, 0.11915, 0.21238], [2.32763, -1.15312, -1.09386], [2.09749, 0.41638, -1.84776], [-2.01706, -1.68535, -0.62035], [3.33408, 0.22538, -0.59251], [0.83481, 1.15327, 1.98043], [-3.72988, -1.34951, -0.36902], [-2.76505, -1.07827, -0.30629], [-0.02434, -0.36014, -0.11877], [2.34144, -0.08056, -0.90905], [1.57198, 0.96380, 1.21812], [2.55614, 1.35921, 1.40570]],
  "lowdin_charge": [0.1430, 0.0650, 0.1758, 0.0708, -0.2741, -0.5838, 0.0839, 0.0912, 0.0815, 0.0800, 0.0686, 0.1182, 0.1936, -0.4193, -0.0440, 0.0792, 0.0702]
}

=====

Result of the stability comparison: version w is the least stable of them.

=====

Version w
{
  "formula": "C5H11N3O",
  "method": "ωB97M-V/def2-TZVPD",
  "e_lumo_ev": 0.785,
  "total_charge": 0,
  "orbital_gap_ev": 9.793,
  "species": ["H", "C", "H", "C", "H", "H", "H", "C", "H", "O", "H", "C", "N", "H", "H", "N", "H", "N", "C", "H"],
  "xyz": [[0.57289, 1.28670, 2.17687], [0.65758, -0.73232, 0.38398], [-3.13088, -1.08012, -0.71373], [-0.09098, 1.42127, 1.32256], [2.51535, -1.26729, 0.98820], [0.36239, -1.78010, 0.46781], [1.02164, 0.72517, -2.73724], [1.28920, 0.42638, -1.72871], [-1.03379, 1.91801, 1.55328], [-2.04641, 1.17875, -0.48922], [2.18680, 0.89526, -1.31049], [-2.06040, -1.21420, -0.56700], [-0.42950, 0.12088, 0.77538], [2.29978, 0.38100, 0.86120], [-1.92811, -1.96110, 0.20860], [0.58926, -0.43751, -1.15274], [-1.59569, -1.59906, -1.47182], [1.86319, -0.50268, 1.08331], [-1.46139, 0.14215, -0.25030], [0.41907, 2.07883, 0.60004]],
  "lowdin_charge": [0.0815, -0.3893, 0.0836, -0.0680, 0.0880, 0.1361, 0.0731, -0.0514, 0.0913, 0.0667, 0.0665, -0.0121, -0.0885, 0.0678, 0.0749, 0.0273, 0.0738, 0.0872, -0.4946, 0.0863]
}

=====

Version x
{
  "formula": "C5H11N3O",
  "method": "ωB97M-V/def2-TZVPD",
  "e_lumo_ev": [0.073, 0.071],
  "total_charge": 0,
  "orbital_gap_ev": [6.843, 6.837],
  "species": ["H", "H", "H", "C", "H", "H", "H", "H", "C", "N", "H", "N", "C", "N", "H", "C", "O", "H", "H", "C"],
  "xyz": [[-2.41776, 0.90084, 0.39531], [2.14484, -0.43920, 0.20966], [-1.08052, 1.39800, -0.68109], [1.18522, 0.06977, 0.18285], [1.52709, -1.80659, -2.71564], [-2.44801, 0.51867, -1.33633], [0.19118, -0.45626, 2.89181], [0.11917, -1.65328, 1.03399], [-1.80555, 0.61665, -0.46411], [1.24398, -1.70410, -1.73975], [0.56192, 0.23215, -2.19045], [-0.08740, -0.66033, 0.91767], [-1.18019, -0.72398, -0.19753], [-0.51361, -0.18536, 2.20981], [2.20196, 1.93779, 0.05674], [0.70877, -0.58703, -1.46505], [-1.72939, -1.78941, -0.34523], [0.50908, 2.07482, 0.71078], [-0.43062, 0.82846, 2.16820], [1.29983, 1.42838, 0.35838]],
  "lowdin_charge": [0.0957, 0.1117, 0.0625, -0.2774, 0.0419, 0.0950, 0.1011, 0.1662, -0.0050, 0.0462, 0.0920, -0.0614, -0.4727, 0.1008, 0.0323, -0.2399, 0.0954, 0.0185, 0.0746, -0.0774]
}

=====

Result of the stability comparison: version x is the least stable of them.